This record from OMol25 describes 2 unconnected molecules or ions with the total composition C6H12N2O2. The level of theory is ωB97M-V/def2-TZVPD.

HOMO level in eV: -8.0
SMILES string: CN(O)C(N)=O.CC#CC
Molar mass in Da: 144.174

Geometry (Å):
C 2.4320 0.3397 -0.2405
N 1.1665 -0.2526 0.1817
O 1.4400 -1.4724 0.8596
C 0.2256 0.5723 1.0424
N 0.2682 1.9341 0.6893
O 0.1276 0.2439 2.2316
H 3.0022 0.7263 0.6081
H 3.0138 -0.4380 -0.7329
H 2.2273 1.1463 -0.9426
H 1.0580 -1.2944 1.7507
H 0.0236 2.1438 -0.2670
H -0.2456 2.4961 1.3528
C -2.6749 0.2378 0.6729
C -1.4143 -0.1103 0.0043
C -0.7829 -0.7031 -0.8821
C -0.3095 -1.4874 -2.0100
H -2.5528 0.0790 1.7471
H -3.5166 -0.3571 0.3158
H -2.9066 1.2953 0.5217
H -1.1573 -1.9997 -2.4749
H 0.1717 -0.8621 -2.7642
H 0.4039 -2.2376 -1.6638